No. 1
{"formula": "C15H20F3N3O2S", "method": "the ωB97M-V functional and the def2-TZVPD basis", "species": ["F", "C", "F", "F", "O", "C", "C", "C", "C", "N", "C", "S", "N", "C", "C", "C", "N", "C", "C", "O", "C", "C", "C", "C", "H", "H", "H", "H", "H", "H", "H", "H", "H", "H", "H", "H", "H", "H", "H", "H", "H", "H", "H", "H"], "coordinates": [[4.35, 0.25, 4.40], [4.10, -1.03, 4.06], [5.28, -1.66, 4.05], [3.40, -1.54, 5.09], [3.53, -1.18, 2.89], [2.26, -0.63, 2.64], [1.75, -0.88, 1.37], [0.51, -0.39, 1.01], [-0.25, 0.33, 1.93], [-1.50, 0.85, 1.62], [-2.45, 0.38, 0.75], [-3.71, 1.38, 0.38], [-2.35, -0.89, 0.32], [-3.16, -1.46, -0.72], [-2.42, -1.53, -2.06], [-2.06, -0.14, -2.59], [-0.75, 0.32, -2.12], [0.32, -0.16, -2.99], [1.67, 0.34, -2.49], [1.71, 1.74, -2.41], [0.69, 2.21, -1.56], [-0.69, 1.77, -2.05], [0.29, 0.60, 3.19], [1.54, 0.12, 3.55], [2.35, -1.44, 0.67], [0.15, -0.52, 0.00], [-1.78, 1.68, 2.11], [-1.56, -1.43, 0.64], [-3.46, -2.47, -0.41], [-4.05, -0.84, -0.82], [-1.52, -2.13, -1.96], [-3.08, -2.02, -2.78], [-2.81, 0.58, -2.25], [-2.09, -0.14, -3.69], [0.31, -1.25, -3.00], [0.17, 0.19, -4.02], [2.46, 0.05, -3.19], [1.89, -0.10, -1.50], [0.76, 3.30, -1.57], [0.85, 1.84, -0.54], [-1.45, 2.13, -1.36], [-0.87, 2.22, -3.05], [-0.27, 1.19, 3.90], [1.92, 0.35, 4.53]], "mulliken_charge": [-0.2502, 0.9334, -0.2770, -0.2505, -0.4014, 0.3476, -0.5974, 0.4035, -0.1548, 0.0115, 0.0576, -0.3947, -0.0350, -1.1399, -0.5364, -1.1455, 0.5953, -0.7812, -0.2878, -0.4553, -0.4640, -0.7263, -1.0825, -0.7580, 0.5195, 0.5632, 0.2743, 0.2757, 0.4061, 0.4187, 0.2622, 0.4047, 0.4978, 0.5549, 0.3842, 0.3729, 0.3975, -0.0345, 0.3906, 0.1801, 0.3188, 0.3749, 0.4287, 0.3984], "charge": 0, "energy_ha": -1596.14139}

No. 2
{"formula": "C15H20F9NO8S", "method": "the ωB97M-V functional and the def2-TZVPD basis", "species": ["C", "C", "O", "N", "C", "C", "C", "C", "C", "F", "F", "C", "F", "F", "C", "F", "F", "C", "F", "F", "F", "O", "S", "O", "O", "O", "C", "O", "H", "H", "H", "H", "H", "H", "H", "H", "H", "H", "H", "H", "C", "C", "O", "C", "C", "O", "H", "H", "H", "H", "H", "H", "H", "H"], "coordinates": [[0.14, 0.39, 3.09], [-1.19, 0.75, 2.19], [-2.25, -0.10, 2.32], [-1.36, 1.93, 1.26], [-1.13, 3.26, 1.94], [-0.60, 1.79, -0.04], [0.83, 2.62, -0.23], [2.01, 2.14, 0.80], [3.44, 2.90, 0.61], [3.79, 3.57, 1.89], [3.18, 4.03, -0.36], [4.64, 2.01, -0.05], [5.95, 2.72, 0.22], [4.54, 1.96, -1.55], [4.81, 0.49, 0.51], [3.90, -0.51, -0.16], [6.20, 0.05, 0.10], [4.80, 0.35, 2.16], [3.46, 0.11, 2.75], [5.59, -0.91, 2.45], [5.57, 1.44, 2.84], [-1.48, 2.56, -0.97], [-2.75, 1.45, -1.23], [-4.00, 1.58, -0.31], [-3.14, 1.20, -2.71], [-2.04, -0.08, -0.81], [-0.62, 0.29, -0.78], [0.40, -0.70, -0.39], [0.69, 1.33, 3.55], [-0.20, -0.27, 4.00], [0.87, -0.29, 2.44], [-0.22, 3.29, 2.68], [-2.09, 3.46, 2.62], [-1.13, 4.13, 1.14], [1.20, 2.36, -1.33], [0.58, 3.76, -0.21], [1.63, 2.43, 1.90], [2.05, 0.97, 0.78], [-0.43, 0.61, -1.91], [0.14, -1.22, 0.43], [-4.09, -4.16, -3.79], [-3.59, -5.22, -2.84], [-2.25, -4.94, -2.41], [-1.92, -4.11, -1.39], [-2.98, -3.22, -0.81], [-0.76, -4.04, -1.00], [-4.13, -3.17, -3.31], [-5.10, -4.40, -4.15], [-3.42, -4.06, -4.65], [-4.25, -5.37, -1.98], [-3.56, -6.18, -3.36], [-2.92, -2.24, -1.29], [-2.79, -3.12, 0.26], [-3.99, -3.61, -0.91]], "mulliken_charge": [-0.5602, 0.2391, -0.5297, 0.5037, -0.8245, 0.0147, -0.8493, 0.0006, 0.6093, -0.3051, -0.3325, 0.6426, -0.2771, -0.2766, 0.3922, -0.2196, -0.2835, 0.6617, -0.1691, -0.2529, -0.2219, -0.4022, 1.1253, -0.5543, -0.6319, -0.1693, -0.1953, -0.4596, 0.2409, 0.3945, 0.0056, 0.3112, 0.3189, 0.3300, 0.3572, 0.3382, -0.1419, 0.2804, 0.4896, 0.3749, -0.8847, -0.3819, -0.3539, 0.7051, -0.7409, -0.5887, 0.2226, 0.3456, 0.2948, 0.3593, 0.2969, 0.0913, 0.3098, 0.3503], "charge": 0, "energy_ha": -2536.81314}

No. 3
{"formula": "C15H20N2O3S", "method": "the ωB97M-V functional and the def2-TZVPD basis", "species": ["C", "C", "H", "H", "O", "C", "C", "C", "C", "C", "C", "O", "C", "C", "H", "H", "H", "H", "H", "H", "C", "O", "N", "C", "N", "C", "H", "H", "C", "H", "H", "S", "C", "H", "H", "H", "H", "H", "H", "H", "H"], "coordinates": [[4.77, -1.74, 1.96], [4.62, -0.93, 0.58], [5.36, -1.34, -0.19], [4.87, 0.13, 0.67], [3.64, -1.10, -0.05], [2.44, -0.74, 0.38], [2.33, 0.18, 1.41], [1.09, 0.91, 1.46], [-0.03, 0.42, 0.82], [-0.03, -0.59, 0.00], [1.18, -1.32, -0.52], [1.50, -2.21, -1.39], [0.39, -2.58, -1.81], [0.75, -3.91, -2.87], [1.38, -4.52, -2.28], [1.54, -3.57, -3.44], [-0.01, -4.27, -3.18], [-0.19, -2.04, -2.42], [-0.52, -3.10, -1.29], [-0.95, -1.13, -0.48], [-1.35, 1.01, 1.23], [-1.87, 0.71, 2.40], [-2.18, 1.48, 0.21], [-3.37, 2.05, 0.52], [-3.75, 2.99, -0.80], [-2.92, 2.78, -1.63], [-3.30, 2.38, -2.32], [-2.57, 3.71, -2.06], [-1.66, 1.73, -1.01], [-0.77, 2.32, -1.03], [-1.65, 0.91, -1.78], [-4.02, 2.22, 1.96], [-5.64, 3.08, 1.57], [-5.22, 4.14, 1.37], [-6.07, 2.60, 0.84], [-6.33, 3.05, 2.35], [1.00, 1.75, 2.20], [3.04, 0.47, 1.86], [4.06, -1.39, 2.55], [5.83, -1.68, 2.28], [4.63, -2.82, 1.95]], "mulliken_charge": [-1.1789, -0.5749, 0.3003, 0.4935, -0.2859, 1.0948, -1.5345, -0.7357, -0.0497, -0.2579, 0.2930, -0.3578, -0.5749, -1.7676, 0.4081, 0.4068, 0.6683, 0.7059, 0.3828, 0.2586, 0.1862, -0.6766, 0.3261, 0.2834, -0.4909, -0.5884, 0.4182, 0.3384, -0.5916, 0.3419, 0.1284, 0.0437, -0.9563, 0.2582, 0.3265, 0.4153, 0.3199, 1.1080, 0.4377, 0.3468, 0.3310], "charge": 0, "de_lowest_kj_mol": 1794.5, "energy_ha": -1316.37610}